Record 1
{"formula": "C32H49As2BaClN5O9S", "method": "ωB97M-V with the def2-TZVPD basis set", "elements": ["H", "H", "C", "H", "C", "C", "C", "H", "C", "H", "C", "C", "H", "H", "H", "Cl", "C", "H", "N", "H", "H", "H", "H", "C", "H", "O", "H", "H", "H", "H", "C", "C", "H", "C", "H", "C", "H", "N", "H", "H", "C", "H", "H", "O", "C", "C", "H", "H", "H", "C", "H", "O", "C", "H", "H", "H", "H", "C", "C", "C", "C", "O", "O", "H", "C", "N", "C", "H", "C", "C", "H", "C", "C", "As", "H", "H", "As", "H", "N", "H", "H", "O", "N", "Ba", "H", "H", "O", "C", "C", "O", "H", "H", "C", "O", "H", "H", "H", "H", "S", "C"], "coordinates": [[-2.8732, 1.1897, -2.0609], [2.7842, 2.0075, -4.1958], [-3.7572, -2.2687, 0.6500], [1.8673, 0.2700, 4.1858], [2.9485, 1.0613, 1.3536], [-0.6848, -3.6631, 4.7119], [1.9894, 0.0105, -4.3021], [1.0821, -0.4949, -4.6497], [-5.0564, -3.8879, -1.4280], [3.0084, 5.4886, -4.2059], [1.8791, 1.5002, -4.5366], [-1.4318, -3.5779, 1.9299], [2.0184, 6.2132, -5.4800], [-0.3167, -2.7524, 4.2413], [-1.5213, -2.6843, -1.0383], [-1.5421, 0.5254, -3.8611], [-4.1326, -1.7618, -0.6968], [2.6089, -2.9181, -0.9727], [2.8296, 1.6580, 0.1609], [2.5289, -4.7253, 0.7374], [1.7251, 2.0349, 4.3770], [1.7531, 1.6799, -5.6040], [-4.1664, -4.5116, -1.5157], [-3.0139, -1.3844, 1.3803], [3.6308, -1.4755, -0.9893], [-3.9830, -0.5888, -0.9422], [-2.0090, 2.9071, 4.2895], [1.3113, -2.1097, -2.8893], [-0.4901, 6.3349, -5.2415], [-1.7314, -3.5330, 4.9931], [-1.2491, 2.9007, 2.3575], [-0.4665, 5.6011, -4.4358], [-4.3135, -4.0127, 3.3817], [-1.1361, -1.6642, -1.0511], [-5.2072, -5.0400, 2.2423], [-3.0949, -1.3584, 2.8483], [3.2753, 1.3165, 3.9751], [-0.2444, 2.0597, 2.7199], [1.0003, 7.8281, -3.7589], [-3.7277, -5.6632, 2.9804], [-0.6259, -2.5539, 1.6186], [2.8459, -0.3997, -4.8514], [-1.1924, -0.1010, 5.1238], [-4.7490, -2.5112, -1.6143], [2.6304, -1.8497, -1.1893], [0.9188, 4.6043, -2.7307], [0.8622, -4.2891, 0.2814], [2.0198, 7.0994, -2.5103], [1.9349, -1.3326, -0.5198], [2.2652, -1.6244, -2.6431], [1.9446, 4.4680, -5.1931], [-2.1289, -0.5635, 3.3799], [4.0380, 0.2552, 1.6685], [1.1714, -5.3279, 1.6916], [-2.5769, -1.2098, 5.3046], [0.2639, 7.1867, -2.2838], [3.6760, 2.0523, -1.6578], [1.5386, -4.4842, 1.1136], [0.7716, -2.3961, 2.0980], [2.0438, 5.4408, -4.7117], [-1.0197, -4.8216, 2.6315], [1.0889, -1.3638, 2.6520], [-0.5414, -4.8156, 3.8733], [-2.8737, 3.8308, 3.1037], [1.0564, 7.0330, -3.0159], [-2.1039, 3.2310, 3.3419], [1.8869, 1.3499, 2.3466], [-2.2400, 2.5675, -2.9608], [0.8943, 5.6796, -3.7203], [4.9870, 0.8348, -0.4461], [1.0154, 1.8957, -4.0026], [2.2051, 1.2363, 3.8084], [-1.9687, 1.6167, -2.4944], [-1.2551, -0.8281, 0.7251], [-2.8759, 0.5011, 4.9928], [-0.1658, 1.8051, 3.6956], [-3.1913, -4.0963, 1.0904], [-0.0996, -3.8714, 5.6022], [0.9122, 3.7158, -2.0042], [-0.6278, 4.6097, -4.8591], [3.0340, -2.0755, -3.2824], [-1.1638, -5.8751, 2.0547], [0.7674, 1.7421, 1.8745], [0.0830, 1.5050, -0.7231], [4.0642, -0.2958, 2.5983], [-1.2768, 5.8206, -3.7411], [2.1684, -0.2386, -2.9110], [-4.2178, -4.7657, 2.6064], [5.0775, 0.1545, 0.7574], [-3.9543, -1.8532, 3.5324], [-5.7472, -4.1441, -2.2259], [-1.6701, -1.0951, -1.8123], [3.8242, 1.5422, -0.7128], [1.7118, -3.3234, 1.9404], [-0.0812, -1.7022, -1.3319], [5.9479, -0.4454, 0.9880], [-5.5412, -4.0717, -0.4662], [5.7874, 0.7962, -1.1716], [-1.4387, 3.5713, 0.8457], [-2.2013, -0.3313, 4.7853]], "lowdin_charge": [-0.078, 0.074, -0.273, 0.085, -0.249, -0.007, -0.285, 0.099, -0.093, 0.093, -0.089, -0.268, 0.096, 0.074, 0.042, 0.396, -0.539, 0.076, 0.018, 0.101, 0.087, 0.088, 0.063, -0.300, 0.070, 0.091, 0.105, 0.117, 0.095, 0.100, -0.881, -0.024, 0.015, -0.287, 0.035, -0.537, 0.089, -0.019, 0.095, 0.035, -0.249, 0.124, 0.092, -0.007, -0.049, -0.145, 0.102, 0.091, 0.053, -0.276, 0.078, -0.123, -0.003, 0.089, 0.089, 0.093, 0.108, -0.021, -0.535, -0.029, -0.590, 0.061, 0.016, 0.102, -0.032, 0.108, -0.277, -0.063, -0.583, -0.044, 0.024, -0.004, -0.852, 1.248, 0.098, 0.128, 1.392, 0.108, 0.059, 0.094, 0.129, 0.081, -0.090, 1.447, 0.122, 0.095, -0.209, -0.245, -0.045, 0.107, 0.102, -0.019, -0.129, 0.009, -0.002, 0.119, 0.077, 0.117, 0.584, -0.039], "gap_ev": 4.49, "charge": 1, "e_homo_ev": -8.335}

***

Record 2
{"formula": "C11H31KN4O15SV", "method": "ωB97M-V with the def2-TZVPD basis set", "elements": ["N", "C", "H", "H", "H", "O", "H", "O", "H", "H", "O", "H", "N", "H", "O", "C", "C", "O", "C", "O", "C", "H", "O", "O", "H", "H", "H", "K", "H", "H", "H", "H", "N", "H", "O", "H", "V", "N", "H", "O", "O", "H", "O", "O", "C", "H", "H", "C", "H", "C", "C", "C", "H", "O", "H", "H", "H", "H", "C", "S", "O", "H", "H", "H"], "coordinates": [[-1.7224, -4.9292, -3.7710], [-1.5418, -4.4319, -5.2159], [6.9982, -3.8204, 1.9420], [0.9235, 3.2850, -4.9179], [0.4465, 3.6668, -3.1515], [7.7515, -3.7974, -0.5376], [-4.5967, -4.8711, 2.6379], [2.9087, 0.1530, 7.9968], [-6.4845, 1.4737, -3.4784], [7.9867, -1.1550, -2.9984], [2.9528, 4.2479, -3.6620], [-1.3458, -3.3648, -5.1112], [-6.2647, -3.5422, 2.3937], [-4.4871, -3.3957, 3.5157], [7.9730, -1.1734, -0.3279], [-5.4165, 1.6885, -3.5159], [0.1538, 1.7266, 2.4411], [-0.8760, -4.6105, -2.9484], [1.0134, 3.0578, -3.8557], [-4.4774, 0.5640, -3.5507], [6.2501, -3.2694, 1.3722], [6.0759, -4.8204, 0.0710], [-7.3847, -4.0610, 2.3717], [0.9251, 2.0798, 3.5523], [-1.6113, 1.2726, 3.6047], [-1.6988, 2.9190, 2.7875], [0.1825, -0.4529, 2.5741], [0.8209, 7.2478, 4.4523], [-5.5832, -4.6630, 4.1537], [-5.2292, 2.4942, -2.8061], [-1.9012, 1.7166, 1.8331], [-6.1703, 7.4896, 3.1964], [2.4202, 3.1685, -3.4163], [1.5102, 0.2314, 1.6803], [0.6542, 1.1926, 8.6443], [-2.5262, -4.7454, -5.5635], [2.0813, 1.5311, 7.9396], [-5.3466, 7.4475, 1.2880], [0.6557, 2.0310, -3.7789], [-4.2093, 7.1230, 1.3726], [-5.7916, -2.7655, 1.5071], [-0.0465, 0.0112, 0.9415], [10.0016, -2.5256, -1.1179], [-2.6785, -5.6484, -3.4181], [-6.2142, 6.7956, 2.3570], [-5.2926, 2.1786, -4.4816], [-4.8755, -0.0021, -2.8854], [6.4104, -3.7900, -0.0492], [5.2690, -3.5610, 1.7471], [7.9142, -2.2183, -2.7701], [0.4402, 0.3316, 1.8626], [-1.3380, 1.8911, 2.7498], [-5.7777, 5.8277, 2.6033], [2.9713, 2.1179, -3.0885], [6.8715, -2.5303, -2.8306], [8.4401, -2.8016, -3.5260], [5.7149, -3.2710, -0.7088], [0.4326, 2.3161, 1.5676], [-5.1845, -4.1918, 3.2553], [8.4963, -2.3281, -1.0751], [-5.8460, 7.9327, 0.2988], [-0.7427, -5.0559, -5.6161], [6.2630, -2.1824, 1.4521], [-7.2476, 6.7652, 2.0117]], "lowdin_charge": [-0.426, 0.073, 0.086, 0.105, 0.100, -0.267, 0.100, -0.320, 0.075, 0.071, 0.054, 0.098, -0.388, 0.086, -0.314, -0.152, -0.605, 0.035, 0.025, -0.120, -0.086, 0.120, 0.059, -0.199, 0.080, 0.054, 0.072, 0.979, 0.092, 0.066, 0.069, 0.092, -0.437, 0.071, -0.348, 0.091, 1.110, -0.463, 0.094, 0.047, 0.012, 0.074, -0.325, 0.030, 0.054, 0.070, 0.062, -0.301, 0.076, -0.127, -0.082, -0.083, 0.096, 0.059, 0.062, 0.077, 0.112, 0.126, 0.038, 0.748, 0.080, 0.099, 0.067, 0.096], "gap_ev": 3.27, "charge": 1, "e_homo_ev": -9.429}

***

Record 3
{"formula": "C24H23AlN2O3Te", "method": "ωB97M-V with the def2-TZVPD basis set", "elements": ["C", "C", "H", "O", "H", "C", "C", "C", "H", "C", "C", "H", "H", "H", "C", "H", "H", "Te", "H", "C", "H", "H", "H", "C", "H", "H", "C", "C", "H", "C", "N", "C", "O", "C", "H", "H", "H", "C", "C", "O", "C", "C", "H", "H", "H", "N", "H", "Al", "H", "C", "C", "C", "C", "C"], "coordinates": [[-4.4146, 3.8132, 1.0749], [2.2086, -2.3699, -4.5694], [-1.3847, -3.2505, 2.1429], [-2.9498, 0.9770, -0.6346], [-1.0220, -3.0939, 3.8514], [-3.5127, 4.8369, 0.7620], [-2.1628, 3.2584, -0.4488], [0.6695, -1.3815, 2.0193], [4.2364, -4.4023, 3.1777], [3.0904, -2.6908, 2.5429], [-0.9694, 3.0026, -1.2424], [-5.2852, 4.0542, 1.6680], [2.3515, 1.4374, -3.9367], [2.9895, 0.9064, 0.8991], [1.8761, -3.2990, 2.8157], [3.8659, -2.0637, -5.8971], [-0.4541, 3.8210, -1.7413], [-1.1599, -0.3179, 1.8205], [-5.4289, 0.7584, 2.7323], [3.0738, -1.4237, 1.9721], [2.1644, -3.4372, -4.7428], [1.8683, -4.2989, 3.2385], [-6.8390, 1.0723, 1.6975], [3.2197, -0.2271, -4.9915], [0.5614, -2.3602, -3.1825], [3.9658, 0.3739, -5.4966], [-2.4018, 4.5630, 0.0067], [-5.8632, 1.4427, 2.0026], [-3.7041, 5.8407, 1.1179], [1.3656, -0.4025, -3.4707], [0.4586, 1.5072, -2.3125], [3.1637, -1.5985, -5.2161], [-5.0316, 1.4691, 0.8509], [-4.2104, 2.5229, 0.6258], [1.4513, 0.6085, 0.0856], [1.4593, 1.3630, 1.6699], [4.9280, -2.8500, 3.6507], [-0.6131, -3.4182, 2.8914], [1.9534, 0.6066, 1.0570], [-0.4728, -0.5739, -1.9417], [0.6561, -2.6718, 2.5597], [1.8867, -0.7549, 1.7014], [-0.4149, -4.4880, 2.9563], [-1.6912, 5.3445, -0.2380], [-5.9884, 2.4170, 2.4684], [-0.5511, 1.8094, -1.4031], [4.0149, -0.9406, 1.7261], [-1.3637, 0.2249, -0.6335], [5.0518, -3.3904, 1.9809], [4.3965, -3.3742, 2.8537], [2.3239, 0.3718, -4.1223], [0.4107, 0.2256, -2.5321], [-3.0821, 2.2247, -0.1695], [1.3095, -1.7736, -3.6967]], "lowdin_charge": [-0.001, -0.073, 0.037, -0.077, 0.082, -0.082, -0.130, -0.488, 0.072, -0.270, 0.006, 0.105, 0.109, 0.079, -0.022, 0.103, 0.145, 1.134, 0.096, -0.021, 0.104, 0.113, 0.094, -0.078, 0.117, 0.103, -0.052, -0.048, 0.104, -0.144, 0.133, -0.083, -0.063, -0.207, 0.040, 0.067, 0.081, -0.102, -0.084, -0.032, -0.319, -0.309, 0.074, 0.113, 0.071, -0.017, 0.117, 0.005, 0.079, -0.052, -0.025, -0.363, -0.228, -0.014], "gap_ev": 7.33, "charge": 0, "e_homo_ev": -7.739}

***

Record 4
{"formula": "C14H13Br9N2O2", "method": "ωB97M-V with the def2-TZVPD basis set", "elements": ["C", "C", "H", "N", "H", "C", "O", "Br", "N", "C", "C", "C", "C", "Br", "C", "Br", "H", "Br", "Br", "H", "Br", "Br", "H", "H", "C", "H", "Br", "H", "C", "O", "H", "C", "H", "Br", "C", "H", "C", "C", "H", "H"], "coordinates": [[1.9128, 1.5815, -1.9709], [2.3514, 4.3261, -2.5577], [2.1047, -2.2201, 4.1047], [2.1117, 1.0937, -4.4148], [-1.1707, -3.9541, 2.5262], [1.1990, -2.7453, 4.3699], [2.6212, 1.3219, -5.5275], [-2.2999, 4.2476, 0.8832], [0.5473, -3.1494, 3.3262], [1.8609, 2.5527, -0.9370], [2.4112, 3.3309, -3.5118], [-0.7225, -3.7359, 3.4843], [-1.0952, 3.3021, 2.2106], [-4.8974, -1.5715, -3.1155], [-1.2837, -3.9795, 4.7346], [0.6576, 4.0505, 2.1473], [-1.0878, 2.2588, 1.8952], [-3.9592, -3.4614, -5.7622], [-4.2494, -0.2418, -5.8979], [1.1360, -2.3708, 6.5401], [-1.2437, -0.1084, 0.2860], [-1.7069, 3.3626, 4.0776], [2.6697, 3.6934, -4.4957], [-2.7518, -1.5899, -4.4315], [-0.6499, -1.8460, -0.3887], [-2.2298, -4.4828, 4.8686], [1.2011, -1.8480, -0.8195], [1.9855, 4.6053, -0.3815], [0.6417, -2.8079, 5.6851], [1.5506, 0.0104, -4.3004], [1.7125, 2.2827, 0.0981], [1.9858, 3.9531, -1.2424], [-0.8934, -2.4849, 0.4602], [-1.5554, -2.3815, -2.1258], [-0.5747, -3.4911, 5.8519], [2.5855, 5.3647, -2.7388], [-3.7744, -1.7845, -4.7546], [2.1387, 2.0138, -3.3067], [1.7585, 0.5467, -1.7028], [-0.9975, -3.6436, 6.8340]], "mulliken_spin": [0.175, -0.070, 0.000, 0.194, 0.000, 0.000, 0.192, 0.003, 0.000, -0.132, 0.118, 0.000, -0.003, 0.000, 0.000, 0.006, 0.001, 0.000, 0.000, 0.000, 0.004, 0.001, 0.030, 0.001, 0.002, 0.000, 0.018, 0.022, 0.000, 0.189, -0.007, 0.218, -0.001, 0.003, 0.000, -0.008, -0.001, 0.000, 0.043, 0.000], "gap_ev": [2.72, 6.20], "charge": -1, "s_squared": 0.769, "e_homo_ev": [-1.240, -4.716], "multiplicity": 2}

***

Record 5
{"formula": "CH4N2", "method": "ωB97M-V with the def2-TZVPD basis set", "elements": ["N", "H", "N", "H", "H", "H", "C"], "coordinates": [[-0.7668, 0.7051, -0.2009], [-0.4977, -1.2078, -0.8235], [-0.6249, -0.7594, 0.0763], [1.8718, -0.0999, -0.9853], [0.8841, 0.1949, 1.1762], [-1.3182, 1.0677, 0.4669], [0.4517, 0.0995, 0.2904]], "lowdin_charge": [0.014, 0.080, -0.032, 0.154, 0.012, 0.031, -0.258], "gap_ev": 9.90, "charge": 0, "e_homo_ev": -9.731, "relative_energy_ev": 6.617}

***

Record 6
{"formula": "C24H44Cl2N3O6SiTi", "method": "ωB97M-V with the def2-TZVPD basis set", "elements": ["H", "C", "H", "O", "C", "O", "H", "H", "H", "Cl", "C", "C", "H", "H", "C", "H", "H", "H", "H", "C", "C", "C", "H", "H", "C", "H", "H", "N", "C", "C", "H", "H", "C", "H", "H", "O", "C", "H", "Ti", "H", "C", "O", "H", "N", "H", "H", "C", "C", "H", "H", "C", "N", "H", "C", "Si", "H", "O", "H", "H", "C", "C", "H", "H", "H", "C", "H", "H", "C", "C", "H", "H", "H", "H", "H", "C", "H", "O", "H", "H", "Cl", "H"], "coordinates": [[1.5850, 1.4656, 4.2482], [4.3820, 2.3447, -0.2547], [6.2023, 2.8030, -1.3566], [-2.4022, -1.9601, -0.6594], [3.7042, -0.7214, 1.8491], [2.9657, 2.1371, -0.6094], [3.6288, 0.2385, -0.8102], [0.9414, -2.0333, 0.9991], [1.9769, 2.1639, 1.8762], [-2.9962, 0.5843, -2.1973], [-0.7790, 2.6693, -4.3400], [4.6587, 3.1908, 0.8414], [-2.0126, -0.7253, 2.8402], [4.5492, 2.7991, 1.8364], [-1.1831, -1.0421, 3.4903], [-1.2869, -0.1817, -4.0727], [1.1477, -2.8318, 4.0149], [5.2640, 1.5026, -2.0697], [-0.6766, -0.1470, 3.8870], [2.2112, 0.8445, 3.5892], [5.1861, 2.4685, -1.5336], [-5.0538, -1.9783, -1.2294], [-1.7069, 2.1201, -4.5157], [0.6869, -3.6959, 2.5386], [2.4518, 1.2576, 2.2620], [-4.6698, -1.8496, -0.2235], [-4.7945, -2.2802, -3.9498], [0.0715, 3.3312, 1.0184], [-0.2436, -0.1658, -4.4390], [3.5513, 0.9949, -0.0234], [-3.6151, -3.6248, -3.8334], [1.5786, 3.9922, 2.3751], [3.4733, -1.1448, 3.1650], [4.2438, -1.3920, 1.1873], [0.3023, 5.2150, 0.2206], [-1.4450, 1.7237, 0.2845], [2.7631, -0.3496, 4.0659], [4.7174, 3.1933, -2.2032], [-1.3575, -0.3007, -0.9417], [4.5720, 5.2710, 0.1921], [2.2195, 1.7262, -4.7117], [-0.1816, -1.6779, -1.8780], [-0.2466, -0.1935, -5.5429], [-0.2171, -1.8446, 2.7406], [0.8739, 3.9410, -0.8656], [0.1074, 4.9818, 2.3089], [3.2236, 0.5113, 1.3341], [5.1728, 4.5741, 0.7954], [3.8478, -2.1082, 3.5377], [-1.5525, -1.6666, 4.3137], [0.4879, 3.9599, 2.2720], [-4.0462, -2.7034, -2.0090], [-2.0466, -3.3048, -2.2102], [-2.7683, -2.6962, -1.6339], [0.5819, 1.4550, -3.9231], [2.5724, 2.7579, -4.6244], [1.9072, -1.5470, -1.0579], [2.1041, 1.4924, -5.7784], [-5.9524, -2.5976, -1.2246], [-4.4543, -3.1303, -3.3345], [1.0336, -2.1095, -1.7177], [2.5809, -0.6761, 5.1039], [-5.2376, -1.0008, -1.6930], [1.2197, -3.0709, -2.2450], [-0.6912, 2.2064, 1.1337], [-5.2820, -3.8413, -3.2589], [-0.4791, -3.5632, 3.8902], [0.0856, 4.2099, -0.1551], [0.0891, -1.5479, 1.4883], [0.0799, 3.3894, 3.1124], [-0.8908, 4.2079, -0.6511], [5.1333, 4.9810, 1.8165], [6.2187, 4.6913, 0.4720], [-0.9858, 3.4065, -3.5641], [0.3150, -3.0506, 3.3384], [-0.5808, 1.7143, 2.1172], [-0.6146, -0.7191, 0.8454], [-0.4960, 3.1877, -5.2630], [0.2749, -1.0649, -4.0759], [0.4054, 0.9805, -1.5494], [2.9960, 1.0716, -4.3126]], "mulliken_spin": [0.000, -0.001, 0.000, 0.013, 0.000, 0.001, -0.001, 0.001, 0.002, -0.001, 0.004, 0.001, 0.000, 0.000, 0.000, -0.001, 0.001, 0.000, 0.000, -0.001, 0.000, 0.000, -0.001, 0.000, 0.000, 0.000, 0.000, 0.003, 0.001, 0.000, 0.000, 0.000, -0.001, 0.000, 0.000, -0.008, 0.000, 0.000, 0.959, 0.000, 0.000, -0.018, 0.000, 0.013, 0.000, 0.000, 0.003, 0.000, 0.000, 0.000, 0.001, 0.001, -0.001, 0.000, 0.016, 0.000, -0.003, 0.000, 0.000, 0.000, 0.001, 0.000, 0.000, 0.001, -0.001, 0.000, 0.000, 0.001, 0.017, 0.000, 0.000, 0.000, 0.000, -0.001, -0.002, -0.002, 0.017, 0.001, -0.001, -0.017, 0.000], "gap_ev": [3.08, 3.07], "charge": 0, "s_squared": 0.753, "e_homo_ev": [-3.201, -3.203], "multiplicity": 2, "relative_energy_ev": 6.907}

***

Which formula does entry 3 have? C24H23AlN2O3Te